No. 1
C17H31Cl3O2P2Pb | ωB97M-V with the def2-TZVPD basis set

## Properties
Net charge = 0
HOMO (alpha / beta) = -6.45 / -6.53 eV
DFT total energy = -83611.95926 eV
Spin multiplicity = 1
Largest force on an atom = 0.074 Eh/bohr
Relative energy (zero: lowest compared OMol25 entry of this formula, charge and spin) = 118.2 kcal/mol

Geometry (Å):
P  1.49019  0.75335  -1.27204
P  -2.12035  0.61879  -0.92101
C  0.16945  0.36030  -2.54137
C  -1.18687  1.05943  -2.41386
H  0.03286  -0.73185  -2.55263
H  0.61566  0.64021  -3.51392
H  -1.11171  2.15583  -2.47404
H  -1.82038  0.76588  -3.26252
C  -3.25484  -0.59008  -1.91300
H  -3.95803  -1.09687  -1.24615
H  -2.64193  -1.34214  -2.42874
H  -3.81996  -0.01042  -2.65160
C  -3.71807  1.63900  -0.81234
H  -4.16070  1.74180  -1.81236
H  -3.59913  2.65779  -0.41229
H  -4.43762  1.10890  -0.17093
C  2.90714  -0.06901  -2.06602
H  3.82298  0.20012  -1.51841
H  2.99561  0.25982  -3.10536
H  2.76859  -1.16344  -2.09759
C  1.81022  2.47191  -1.84493
H  0.95646  3.13657  -1.67938
H  2.04869  2.48674  -2.91475
H  2.66479  2.86715  -1.28801
Pb  3.56423  -2.04925  0.09164
C  -2.70135  -0.36590  0.85578
C  -1.64513  -0.82640  0.00494
C  -0.19293  -0.77581  0.56338
C  0.36124  0.46511  1.22579
C  0.16565  1.65600  0.28615
C  -1.30585  1.94655  0.20511
C  -1.99089  1.94650  1.58646
C  -2.42822  0.50471  1.99588
C  4.80961  -0.86555  1.41130
H  -3.66572  -0.88497  0.81542
H  -1.74531  -1.76537  -0.53464
H  0.51172  -1.01949  -0.28340
H  -0.10720  -1.60026  1.28040
H  -0.05426  0.57818  2.23518
H  1.44551  0.30268  1.41989
H  0.76639  2.52321  0.59355
H  -1.46748  2.91077  -0.31184
H  -2.85758  2.63644  1.61382
H  -1.27965  2.27944  2.34851
H  -1.66808  0.07526  2.67273
H  -3.34238  0.56375  2.60409
H  4.28109  -0.79090  2.37035
H  4.83575  0.07894  0.84426
H  5.79967  -1.35102  1.48868
Cl  1.34245  -5.20519  4.14444
C  2.17552  -4.26008  2.92304
Cl  3.85131  -3.93196  3.43100
Cl  2.12608  -5.12277  1.33331
C  1.47152  -2.86205  2.66897
O  0.35376  -2.65077  3.13835
O  2.13749  -2.05959  1.89070

---

No. 2
C17H31ClN10O9P2Sr | ωB97M-V with the def2-TZVPD basis set

## Properties
Net charge = -2
HOMO = -1.16 eV
DFT total energy = -83408.15270 eV
Spin multiplicity = 1
Largest force on an atom = 0.105 Eh/bohr
Relative energy (zero: lowest compared OMol25 entry of this formula, charge and spin) = 55.2 kcal/mol

Geometry (Å):
Sr  0.19532  1.53188  -1.27306
C  -2.31525  1.75356  3.95572
N  -3.30317  1.30184  2.99828
C  -4.22768  0.33050  3.55867
C  -2.83416  1.04452  1.68653
N  -1.64087  0.92473  1.29863
N  -3.88133  0.95904  0.75380
C  -3.69562  1.35913  -0.62036
N  -4.66386  0.75701  -1.42196
N  -2.84509  2.23103  -0.95863
H  -2.83109  2.25164  4.77962
H  -1.63682  2.45783  3.49085
H  -1.72146  0.92748  4.37220
H  -4.86507  0.80615  4.30720
H  -3.69549  -0.49784  4.05047
H  -4.86389  -0.09875  2.78823
H  -0.92364  1.11479  1.99703
H  -4.77830  1.22039  1.11754
H  -4.79886  -0.20302  -1.14279
H  -4.38654  0.77862  -2.39171
H  -2.75005  2.33673  -1.96926
O  0.62776  2.59484  2.63043
P  1.36566  3.17319  1.29350
O  2.09085  4.39245  1.69262
O  0.34092  3.14116  0.18910
O  2.41400  1.90074  1.08536
P  2.97003  1.53765  -0.41614
O  4.36109  0.79549  -0.00713
O  3.26304  2.75669  -1.19559
O  2.08043  0.46869  -0.98641
H  1.11934  2.99108  3.37894
H  5.06894  1.46002  -0.15256
O  -1.49462  3.13534  -5.62629
C  -0.93438  2.59162  -4.64438
O  -1.28522  2.54123  -3.44098
C  0.37411  1.85629  -4.97812
C  0.70493  1.60590  -6.30333
C  1.87433  0.92256  -6.58850
C  2.70166  0.52182  -5.54383
C  2.31225  0.82204  -4.25305
N  1.16766  1.46576  -3.97327
H  0.02738  1.95915  -7.06838
H  2.14518  0.70007  -7.61365
H  3.62584  -0.01403  -5.72699
H  2.92459  0.54246  -3.39783
C  2.07095  -2.35147  0.32269
N  0.76287  -1.92487  0.83662
C  -0.07236  -3.10052  1.04422
N  0.54112  -4.04831  2.01581
C  1.86330  -4.42901  1.48971
N  2.74711  -3.27776  1.26484
C  2.90401  -2.57103  2.54859
N  1.61616  -2.13029  3.11278
C  0.96687  -1.24151  2.11509
C  0.75963  -3.31290  3.27549
H  2.69616  -1.48144  0.16185
H  1.92849  -2.86023  -0.63006
H  -0.21452  -3.61086  0.09156
H  -1.04767  -2.78752  1.41896
H  1.72520  -4.95946  0.54470
H  2.33978  -5.10555  2.20427
H  3.54138  -1.69881  2.39599
H  3.38299  -3.24460  3.26246
H  1.59396  -0.36155  1.96008
H  -0.00064  -0.92670  2.51074
H  -0.20967  -2.98992  3.65742
H  1.21864  -3.98691  4.00238
Cl  -2.40103  -1.71128  -1.57748
C  -0.90503  -0.77766  -2.27373
H  -1.10288  -0.74315  -3.35384
H  -0.08770  -1.51615  -2.13161

---

No. 3
C17H31CrI2N10S | ωB97M-V with the def2-TZVPD basis set

## Properties
Net charge = +2
HOMO (alpha / beta) = -14.06 / -14.08 eV
DFT total energy = -88478.56281 eV
Spin multiplicity = 4
Largest force on an atom = 0.002 Eh/bohr
<S²> = 3.83
Relative energy (zero: lowest compared OMol25 entry of this formula, charge and spin) = 0.0 kcal/mol

Geometry (Å):
Cr  -0.53864  -1.30255  -0.07157
C  -1.22421  -2.37185  1.77449
C  -1.41498  -3.23472  0.68040
C  -0.14774  -3.49713  0.09734
C  0.83002  -2.83318  0.87368
C  0.17290  -2.11594  1.89248
H  -2.00266  -1.98997  2.41718
H  -2.35801  -3.61675  0.32011
H  0.02854  -4.12219  -0.76393
H  1.89618  -2.85706  0.71345
H  0.66019  -1.51601  2.64626
C  0.73322  4.57685  2.34163
C  0.07752  3.81514  3.48787
C  0.98324  2.71138  4.02378
C  -1.30554  3.28483  3.10726
N  -1.24431  2.30689  2.00440
C  -0.99724  1.00556  2.02815
N  -0.96658  0.57458  0.77762
N  -1.20978  1.65838  -0.00362
N  -1.37101  2.68850  0.72474
H  1.66246  5.03352  2.67913
H  0.08921  5.36795  1.95727
H  0.98250  3.91104  1.51064
H  -0.12420  4.51666  4.30227
H  1.26679  2.00737  3.23375
H  0.51757  2.15664  4.84158
H  1.91067  3.13680  4.40405
H  -1.95963  4.07863  2.75255
H  -1.78505  2.78000  3.94543
H  -0.85048  0.42634  2.92308
C  0.55001  0.42048  -2.43266
N  0.98168  -0.59372  -1.37159
C  1.66024  -1.71628  -2.14076
N  2.75701  -1.24182  -2.93670
C  2.27256  -0.25510  -3.90600
N  1.66012  0.88134  -3.21748
C  2.65591  1.50531  -2.34751
N  3.15584  0.54435  -1.35735
C  2.05940  0.08786  -0.55022
C  3.74375  -0.59890  -2.06451
H  0.06712  1.25127  -1.92520
H  -0.17062  -0.07013  -3.08532
H  0.90234  -2.18059  -2.77574
H  2.03079  -2.44854  -1.42530
H  1.53816  -0.72154  -4.56412
H  3.10901  0.09445  -4.50905
H  2.20712  2.35623  -1.83223
H  3.48944  1.86224  -2.95028
H  1.59923  0.93760  -0.04151
H  2.42232  -0.62565  0.19204
H  4.11482  -1.32361  -1.33722
H  4.58197  -0.25303  -2.66689
N  -4.46365  -2.42260  -1.87752
C  -3.67087  -1.56820  -1.26384
N  -4.11226  -0.89623  -0.19934
S  -2.08541  -1.31116  -1.89256
H  -5.43325  -2.54626  -1.62584
H  -4.08295  -3.01813  -2.59894
H  -5.07077  -0.97652  0.10736
H  -3.60551  -0.07431  0.08159
I  -2.57252  -5.58957  -2.37166
I  -4.60199  -6.08892  -0.73509

---

No. 4
C17H31IN3O8PS3 | ωB97M-V with the def2-TZVPD basis set

## Properties
Net charge = 0
HOMO = -7.74 eV
DFT total energy = -88867.40308 eV
Spin multiplicity = 1
Largest force on an atom = 0.169 Eh/bohr

Geometry (Å):
N  -0.83809  0.80344  -1.53573
P  -1.31913  1.82008  -0.32721
C  0.26813  2.35120  0.59803
N  1.14111  1.12062  0.70451
C  0.43199  0.12084  1.37738
S  -0.29192  -1.43103  1.63477
C  0.04748  3.29043  1.96385
O  -1.02424  3.25832  2.76431
N  1.25340  4.23994  2.12361
C  2.27880  3.75908  1.12064
C  3.51075  4.75518  0.66458
O  4.79381  4.00993  0.87807
C  5.28922  3.44796  -0.38816
O  4.48737  2.27296  -0.77922
C  5.30064  1.02300  -0.62627
C  4.30722  -0.24525  -0.94747
O  3.67923  -0.75922  0.29652
C  1.30428  3.41208  -0.17437
I  0.23945  5.16781  -1.01732
H  -1.29767  -0.14185  -1.40112
H  -1.99440  2.92333  -1.01996
H  -2.26072  1.13843  0.55206
H  1.57419  4.14605  3.12984
H  2.85758  2.88938  1.64864
H  3.46408  5.73078  1.31019
H  3.33826  5.05202  -0.45569
H  5.21252  4.26643  -1.25061
H  6.43985  3.14028  -0.36038
H  6.21909  1.02047  -1.35957
H  5.69036  0.88854  0.48121
H  3.44752  0.17259  -1.65416
H  4.82951  -1.10589  -1.56561
H  3.64362  0.04507  0.92399
H  1.96237  2.89558  -0.99316
C  1.81869  -5.77939  -1.74770
C  2.33699  -4.92081  -0.59496
C  1.17428  -4.05849  -0.10653
S  -0.31526  -4.97468  -0.47197
O  -1.07342  -4.24391  -1.46561
O  -0.90591  -5.43868  0.76750
C  0.48956  -6.34786  -1.27337
H  2.52377  -6.57288  -2.01203
H  1.66442  -5.15333  -2.63466
H  2.68088  -5.57135  0.21835
H  3.18609  -4.30188  -0.90131
H  1.23340  -3.87547  0.96936
H  1.12777  -3.10753  -0.64427
H  -0.13278  -6.72226  -2.08792
H  0.64097  -7.13062  -0.52410
C  -7.38259  -0.51089  0.28564
C  -7.12823  0.58225  1.32243
C  -5.61498  0.74440  1.45611
S  -4.92005  0.26470  -0.11826
O  -4.13027  -0.93359  0.07277
O  -4.39741  1.43965  -0.78670
C  -6.46303  -0.19219  -0.88380
H  -8.43127  -0.54064  -0.02423
H  -7.12618  -1.48922  0.70939
H  -7.57093  1.52390  0.97568
H  -7.58603  0.33996  2.28659
H  -5.33904  1.77906  1.67483
H  -5.20746  0.07998  2.22301
H  -6.31107  -1.03978  -1.55423
H  -6.82660  0.67298  -1.44624

---

No. 5
C17H31N3OS | ωB97M-V with the def2-TZVPD basis set

## Properties
Net charge = 0
HOMO = -8.06 eV
DFT total energy = -35468.26752 eV
Spin multiplicity = 1
Largest force on an atom = 0.311 Eh/bohr
Relative energy (zero: lowest compared OMol25 entry of this formula, charge and spin) = 391.6 kcal/mol

Geometry (Å):
C  0.48235  1.76542  1.54123
H  1.03220  2.58069  1.80290
H  0.70869  0.85308  2.19547
C  0.41455  1.41304  0.13519
N  -0.45165  0.36674  0.09762
C  0.02136  -0.72312  -0.85697
N  -0.80776  -1.64922  -1.12270
H  -0.80681  -2.43851  -1.68161
C  -2.17228  -2.04231  -0.20420
H  -1.94777  -1.54347  0.79159
C  -2.10640  -3.64473  -0.03933
C  -0.76489  -3.95300  0.52753
N  -0.06634  -2.95619  1.71728
C  -0.57551  -3.22552  2.81276
C  -0.11317  -1.93821  3.75526
O  1.52483  -1.96583  3.66243
C  2.03902  -1.92749  2.53574
C  1.49749  -3.07647  1.54554
H  1.66992  -3.10548  0.54339
H  1.84400  -4.09932  1.87122
H  2.92653  -1.94133  2.52590
H  1.73563  -1.00214  1.73696
H  -0.34052  -2.12235  4.63039
H  -0.23603  -1.06701  3.12599
H  -1.94915  -3.10736  2.82771
H  -0.29114  -4.18648  3.38813
H  -0.60734  -4.95401  1.20877
H  -0.07705  -4.18902  -0.33578
H  -2.18060  -4.13670  -0.78735
H  -2.69336  -3.82423  0.94309
H  -3.15096  -1.90851  -0.69492
S  1.32491  -0.89893  -1.52574
H  -1.37337  0.31544  0.13214
H  1.47751  1.23216  -0.14177
C  -0.03537  2.65781  -0.77695
H  -1.10762  2.77800  -0.55324
C  -0.35975  2.27224  -2.22431
H  -0.35520  1.15774  -2.60368
C  1.18295  2.54543  -2.89139
H  1.99297  1.94105  -2.60286
H  1.41455  2.41078  -3.88632
C  1.37063  4.00473  -2.54740
H  2.13197  4.67572  -2.56449
C  1.02190  3.87699  -0.76444
H  0.44257  4.75091  -0.42810
H  1.87195  3.40995  -0.19179
C  0.00161  4.52755  -2.85390
H  -0.38279  5.34609  -2.22837
H  -0.02240  4.86785  -3.99351
C  -1.02283  3.41109  -3.10469
H  -1.37367  3.02691  -3.98485
H  -2.03067  3.52097  -2.42008
H  -0.72768  1.91853  1.95651

---

No. 6
C17H31N3P2Pb | ωB97M-V with the def2-TZVPD basis set

## Properties
Net charge = 0
HOMO = -5.77 eV
DFT total energy = -46418.67068 eV
Spin multiplicity = 1
Largest force on an atom = 0.090 Eh/bohr
Relative energy (zero: lowest compared OMol25 entry of this formula, charge and spin) = 95.9 kcal/mol

Geometry (Å):
P  0.75348  -1.95413  -2.08556
P  0.26915  2.06183  -1.48155
C  0.22771  -0.51169  -3.11860
C  0.90263  0.82874  -2.81963
H  -0.87368  -0.42467  -3.11346
H  0.53183  -0.80910  -4.12751
H  1.97687  0.67508  -2.58935
H  0.81978  1.40512  -3.76025
C  -1.13447  2.84018  -2.41381
H  -1.67562  3.58273  -1.77288
H  -1.85759  2.08064  -2.78537
H  -0.71931  3.38437  -3.29843
C  1.60704  3.26712  -1.75620
H  1.34249  3.91362  -2.61042
H  2.54496  2.73864  -2.00956
H  1.77183  3.90936  -0.88434
C  -0.58689  -3.11113  -2.49767
H  -0.81178  -3.77638  -1.65237
H  -0.27802  -3.73617  -3.33845
H  -1.51276  -2.57312  -2.75347
C  2.25692  -2.65471  -2.77202
H  3.05314  -1.89762  -2.81510
H  2.01782  -3.01250  -3.79635
H  2.57971  -3.49930  -2.13870
Pb  2.56765  0.53481  2.89892
C  -0.52594  1.68068  0.22667
C  -1.93877  1.41375  0.20432
C  -2.54439  0.16720  -0.17794
C  -2.58170  -0.84190  1.05756
C  -1.73336  -2.04427  0.88789
C  -0.51453  -2.02226  0.32718
C  0.32897  -0.74794  0.12032
C  0.25587  0.52922  0.96324
C  1.36200  -1.24947  3.46249
H  -0.36492  2.58778  0.86520
H  -2.63078  2.16342  0.62172
H  -2.21222  -0.35040  -1.10926
H  -3.57903  0.46868  -0.43880
H  -2.31355  -0.25987  1.96942
H  -3.62155  -1.19111  1.18453
H  -2.14725  -2.99740  1.20829
H  -0.06239  -3.00832  0.04134
H  0.02553  -0.37555  -0.87118
H  1.41252  -0.97882  0.04472
H  -0.18205  0.33432  1.93876
H  1.27441  0.94734  1.04939
H  1.82929  -1.59423  4.39655
H  1.38095  -2.04463  2.71936
H  0.33615  -0.99803  3.78039
N  1.82110  1.16969  5.02335
C  1.09286  1.34454  5.94145
N  0.20834  1.66069  6.77911
C  0.04739  1.51934  8.06210
N  -0.19586  1.45577  9.21393